{
  "formula": "C34H46FNO3STm",
  "method": "wB97M-V/def2-TZVPD",
  "elements": ["C", "C", "C", "C", "C", "C", "C", "C", "C", "C", "S", "C", "C", "F", "C", "C", "C", "O", "C", "C", "C", "C", "C", "C", "C", "N", "C", "C", "C", "C", "C", "C", "C", "C", "C", "C", "O", "C", "C", "O", "H", "H", "H", "H", "H", "H", "H", "H", "H", "H", "H", "H", "H", "H", "H", "H", "H", "H", "H", "H", "H", "H", "H", "H", "H", "H", "H", "H", "H", "H", "H", "H", "H", "H", "H", "H", "H", "H", "H", "H", "H", "H", "H", "H", "H", "H", "Tm"],
  "xyz": [[-5.609620, -0.974853, 0.265797], [-5.214597, -2.025231, -0.788670], [-4.465864, -3.210740, -0.205179], [-3.004130, -2.881986, 0.102760], [-2.099155, -3.066612, -1.150786], [-1.280317, -4.362923, -1.132839], [0.179183, -4.201162, -1.542302], [1.166787, -3.917580, -0.367622], [0.532295, -3.361317, 0.905905], [0.242727, -4.313307, 1.905057], [0.684482, -6.039235, 1.746845], [-0.377581, -3.983952, 3.092570], [-0.729721, -2.697719, 3.312018], [-1.356677, -2.411853, 4.463531], [-0.463508, -1.716397, 2.380431], [0.176343, -1.976014, 1.160865], [0.392624, -0.777042, 0.253127], [0.505833, -0.949840, -0.970249], [0.464857, 0.576588, 0.861178], [1.133510, 1.676149, 0.251770], [1.932441, 1.671646, -1.046077], [3.495709, 1.505412, -0.791925], [3.919059, 0.061728, -0.731215], [4.030360, -0.624328, -2.218229], [4.661302, -2.117973, -1.978363], [4.223843, -3.049323, -3.004382], [1.072015, 2.917170, 0.922054], [1.683797, 4.198187, 0.391295], [0.750687, 4.829152, -0.691741], [0.388427, 6.296858, -0.412556], [0.279572, 7.102035, -1.709812], [-0.748133, 6.564400, -2.711485], [0.413789, 3.039042, 2.118217], [-0.217813, 1.981863, 2.707043], [-0.883845, 2.210588, 4.037680], [-2.431545, 2.383344, 3.891526], [-3.124968, 1.860226, 4.669032], [-0.190480, 0.766439, 2.048812], [-0.929026, -0.338533, 2.657034], [-1.899244, -0.129999, 3.349953], [-6.588608, -0.582564, 0.013661], [-5.672190, -1.394081, 1.263910], [-4.941144, -0.117945, 0.245979], [-4.651422, -1.530296, -1.577498], [-6.131048, -2.400017, -1.229951], [-4.962982, -3.538632, 0.702794], [-4.505142, -4.026533, -0.922201], [-2.942368, -1.837936, 0.413433], [-2.602756, -3.502046, 0.903527], [-2.754203, -3.044798, -2.014151], [-1.471302, -2.181690, -1.230570], [-1.729929, -5.044057, -1.848584], [-1.391446, -4.850092, -0.171302], [0.505672, -5.135178, -1.988822], [0.301132, -3.455269, -2.322882], [1.795877, -4.775908, -0.195028], [1.834983, -3.159197, -0.686930], [-0.180953, -6.387949, 0.786044], [-0.603627, -4.732776, 3.830434], [1.537499, 0.979929, -1.778942], [1.842254, 2.648526, -1.484172], [4.008770, 2.028182, -1.589543], [3.718158, 2.036418, 0.125890], [3.235299, -0.480318, 0.004283], [4.923670, -0.007621, -0.321356], [4.750516, -0.097270, -2.820868], [3.036871, -0.662934, -2.765517], [4.325247, -2.471407, -0.951482], [5.733978, -1.980111, -1.900232], [4.178606, -2.542624, -3.879850], [4.918162, -3.785289, -3.058096], [2.610101, 3.948379, -0.102373], [1.861555, 4.889985, 1.202186], [1.171818, 4.727959, -1.686169], [-0.179956, 4.265880, -0.708580], [-0.546488, 6.375891, 0.135010], [1.177027, 6.750362, 0.184577], [1.259222, 7.201505, -2.167391], [-0.039875, 8.103263, -1.436488], [-1.707069, 7.055273, -2.595166], [-0.871889, 5.484968, -2.682702], [-0.407190, 6.800476, -3.714354], [0.390681, 4.007356, 2.598566], [-0.672719, 1.433626, 4.761407], [-0.557372, 3.164477, 4.455518], [-2.825618, 3.001902, 3.067786], [2.516777, -1.692729, -0.904872]],
  "forces_ev_per_a": [[0.0, 0.0, -0.6], [-0.4, 0.2, 0.5], [0.4, 0.1, 0.1], [0.2, 0.0, -0.8], [-0.4, 0.4, 0.9], [-0.4, 0.4, -0.8], [0.3, -0.7, 0.4], [-1.2, 0.6, 0.1], [-0.1, 0.4, -0.2], [0.1, -0.4, -0.5], [0.2, -0.1, 0.2], [0.3, -0.8, -0.1], [-0.8, 0.9, 0.9], [0.5, 0.0, -0.8], [-0.1, 1.0, 0.2], [0.4, -1.0, -0.1], [-1.2, -0.7, 1.3], [-0.2, 0.4, -0.2], [0.9, 0.3, -1.4], [-0.1, 0.2, -0.1], [0.8, -0.1, 0.6], [-1.8, 0.3, -0.2], [1.6, 1.3, -0.8], [0.5, -1.1, 1.5], [-0.3, 1.2, -0.4], [-0.2, 0.9, 1.0], [0.8, 0.4, -0.5], [-0.6, -0.8, -1.0], [-0.5, 0.1, 0.7], [0.5, 0.1, -0.7], [-0.6, 0.0, 0.3], [0.5, 0.2, -0.3], [-0.1, 0.6, 0.2], [-0.6, 0.0, 0.5], [0.8, -0.1, -0.3], [0.9, 0.0, -0.6], [-1.2, -0.3, 1.1], [-0.5, -0.2, 1.1], [-0.5, -0.9, 0.1], [0.0, 0.2, 0.0], [-0.2, 0.1, 0.1], [0.1, 0.0, 0.2], [0.2, 0.1, 0.3], [0.1, -0.1, -0.2], [-0.1, -0.1, -0.2], [-0.2, -0.1, 0.1], [0.0, -0.3, 0.0], [0.0, 0.1, 0.3], [-0.1, 0.0, 0.2], [0.0, 0.0, -0.3], [0.3, -0.1, -0.2], [0.0, -0.2, -0.1], [0.2, -0.1, 0.2], [0.2, -0.1, -0.1], [-0.2, 0.3, -0.1], [-0.1, -0.3, 0.5], [-1.1, -3.7, 0.0], [-0.1, 0.2, -0.1], [0.0, -0.2, 0.2], [0.0, -0.2, -0.1], [-0.3, 0.3, -0.3], [0.3, 0.0, -0.2], [0.3, -0.1, 0.2], [2.6, 3.4, 1.3], [0.1, -0.1, 0.2], [0.0, 0.5, -0.1], [1.0, 0.3, 0.0], [1.7, -0.4, -0.8], [0.2, 0.0, 0.1], [0.1, -0.4, -0.3], [-0.3, -0.3, -0.4], [0.6, 0.3, 0.2], [0.1, 0.1, 0.1], [0.3, 0.1, -0.1], [-0.1, -0.2, -0.1], [-0.1, -0.1, 0.2], [0.0, 0.1, 0.2], [0.2, -0.1, 0.0], [0.2, 0.3, 0.0], [-0.2, -0.1, 0.1], [-0.1, -0.1, 0.1], [-0.1, 0.0, -0.2], [0.1, 0.1, 0.0], [-0.3, -0.1, 0.1], [-0.1, 0.2, 0.0], [-0.1, 0.1, -0.1], [-2.8, -1.9, -2.8]],
  "s_squared": 2.047,
  "spin_multiplicity": 3,
  "e_lumo_ev": [-10.399, -12.793],
  "charge": 3,
  "e_homo_ev": [-16.77, -16.72],
  "energy_ev": -86685.950
}